1.
{"formula": "H30O15", "method": "wB97M-V/def2-TZVPD", "charge": 0, "e_above_lowest_kcal_mol": 197.57, "e_homo_ha": -0.3764, "gap_ev": 9.59, "symbols": ["O", "H", "H", "O", "H", "H", "O", "H", "H", "O", "H", "H", "O", "H", "H", "O", "H", "H", "O", "H", "H", "O", "H", "H", "O", "H", "H", "O", "H", "H", "O", "H", "H", "O", "H", "H", "O", "H", "H", "O", "H", "H", "O", "H", "H"], "positions_angstrom": [[25.516781, 5.132867, 45.331709], [26.552229, 5.078818, 45.664048], [25.402220, 4.229753, 45.132332], [22.946143, 1.653463, 43.193375], [22.155886, 1.882819, 42.983388], [23.326127, 1.298452, 42.223956], [28.504724, 1.357418, 41.206884], [27.941382, 2.044550, 41.184676], [28.853224, 1.836057, 40.463595], [25.941864, 5.360806, 42.433749], [26.498567, 5.233177, 43.206473], [25.273351, 4.731749, 42.738889], [23.352903, 4.001266, 42.726992], [23.385671, 3.126286, 42.880093], [22.930875, 4.129002, 41.816635], [24.410384, 3.065746, 45.376495], [23.930716, 2.434183, 44.705590], [23.964556, 3.014273, 46.150823], [25.853586, 2.286146, 42.779927], [25.642929, 1.608878, 42.150801], [26.283095, 2.067433, 43.590815], [23.430910, 0.871369, 40.654793], [23.340281, 0.358290, 39.895801], [22.999901, 1.633251, 40.315727], [29.792978, 2.527044, 43.382573], [29.313117, 3.393428, 43.261665], [29.164130, 2.130619, 42.768808], [27.323980, 2.191767, 47.029083], [26.405363, 2.029399, 46.911164], [27.388710, 1.892395, 46.155349], [24.542939, 0.549508, 46.267196], [23.612786, 0.585621, 46.388329], [24.871268, 1.416821, 45.957764], [27.839214, 1.765965, 44.894761], [28.390996, 2.385004, 44.452897], [28.156048, 0.847789, 44.869967], [27.499286, -0.591745, 40.267232], [26.960873, -0.373284, 39.520889], [27.817361, 0.398751, 40.551687], [26.356683, 3.161893, 40.665906], [26.294418, 2.398739, 41.341525], [26.321248, 4.137149, 40.982661], [25.427702, -0.748436, 42.000451], [24.540656, -1.098052, 41.452444], [26.223938, -0.771132, 41.498581]], "atomic_forces_ev_per_a": [[5.733, 2.502, 1.536], [-3.947, 0.608, -0.948], [-0.758, -1.590, -0.310], [9.099, -4.665, -1.173], [-8.478, 2.256, -1.674], [-1.108, 0.565, 3.734], [3.486, -1.579, 0.258], [-5.331, 4.346, 1.614], [2.577, -0.559, -1.671], [0.331, -0.562, -0.008], [0.538, 0.740, 0.183], [-1.065, 0.093, -0.529], [-1.022, 6.672, -3.213], [0.332, -4.698, 0.794], [1.038, -0.153, 2.036], [0.283, -2.924, -5.663], [0.988, 1.663, 1.533], [-2.344, 0.134, 3.818], [-0.894, 1.566, 0.642], [-0.790, -2.303, 1.243], [0.598, -1.520, 0.875], [0.311, 0.869, 1.372], [0.199, -2.328, -1.828], [-0.567, 1.804, -0.114], [-1.535, 2.259, -0.612], [1.631, -0.055, 0.636], [0.632, -1.608, -0.508], [-0.756, 0.980, 3.765], [-2.145, 0.258, 1.870], [2.094, -0.200, -1.784], [1.846, -0.276, -0.056], [-1.158, 0.253, 0.045], [-0.658, -0.717, 0.144], [-1.604, -2.237, -2.214], [1.649, 0.098, -0.357], [0.390, 0.696, -0.458], [0.522, 1.797, 0.572], [-0.651, -0.305, -0.996], [-0.545, -3.403, -0.423], [0.870, -0.056, -1.384], [0.306, 4.150, -1.553], [-0.107, -2.541, 0.619], [-5.501, -0.785, -0.119], [4.361, 1.352, 2.062], [1.149, -0.597, -1.761]]}


2.
{"formula": "H32NO18S", "method": "wB97M-V/def2-TZVPD", "charge": -1, "e_above_lowest_kcal_mol": 106.08, "e_homo_ha": -0.2530, "gap_ev": 7.91, "symbols": ["N", "H", "H", "H", "H", "S", "O", "O", "O", "O", "O", "H", "H", "O", "H", "H", "O", "H", "H", "O", "H", "H", "O", "H", "H", "O", "H", "H", "O", "H", "H", "O", "H", "H", "O", "H", "H", "O", "H", "H", "O", "H", "H", "O", "H", "H", "O", "H", "H", "O", "H", "H"], "positions_angstrom": [[-3.434692, -0.922519, -1.873962], [-3.697692, -1.612519, -2.560962], [-4.376692, -0.580519, -1.581962], [-3.037692, -0.104519, -2.222962], [-2.884692, -1.388519, -1.089962], [0.164308, -0.338519, 0.043038], [0.894308, -0.305519, -1.187962], [-0.117692, -1.533519, 0.592038], [0.900308, 0.395481, 1.056038], [-1.110692, 0.407481, -0.190962], [1.252308, 2.305481, 0.244038], [1.420308, 2.206481, -0.593962], [1.024308, 1.538481, 0.697038], [2.270308, 3.766481, 2.145038], [2.099308, 3.557481, 3.087038], [1.854308, 3.028481, 1.711038], [3.526308, 0.602481, 1.364038], [2.545308, 0.610481, 1.223038], [3.744308, -0.266519, 1.593038], [-3.038692, 2.716481, 2.018038], [-2.131692, 3.146481, 1.740038], [-2.885692, 1.669481, 1.864038], [3.296308, -2.645519, -0.824962], [3.055308, -1.955519, -1.367962], [3.204308, -2.119519, 0.060038], [-1.996692, 1.625481, -1.784962], [-2.546692, 1.974481, -1.114962], [-1.287692, 1.045481, -1.381962], [1.021308, -2.495519, 2.698038], [0.509308, -1.970519, 2.020038], [0.846308, -3.460519, 2.622038], [0.919308, 0.831481, 3.331038], [1.034308, 0.269481, 2.391038], [-0.021692, 1.051481, 3.471038], [0.540308, -3.914519, -0.801962], [0.343308, -3.187519, -0.275962], [1.392308, -3.763519, -1.221962], [2.970308, -0.761519, -2.587962], [3.240308, 0.052481, -2.196962], [2.117308, -0.703519, -2.104962], [-2.585692, -1.793519, 1.426038], [-1.632692, -1.651519, 0.991038], [-2.760692, -0.881519, 1.287038], [-3.172692, 0.782481, 1.170038], [-2.766692, 0.775481, 2.097038], [-2.349692, 0.614481, 0.679038], [-0.538692, -0.436519, -3.365962], [-0.320692, 0.440481, -3.666962], [-0.274692, -0.350519, -2.475962], [1.245308, 1.499481, -2.283962], [1.152308, 0.593481, -1.933962], [0.387308, 1.636481, -2.926962]], "atomic_forces_ev_per_a": [[-2.574, -2.252, 2.090], [0.698, -0.285, -0.668], [0.907, -0.430, 0.762], [2.314, 2.320, -1.154], [-0.789, 0.921, -0.702], [-0.039, 7.966, -0.629], [-0.396, -5.185, 1.809], [-1.964, -9.031, 1.811], [-0.197, -4.797, 0.837], [1.407, -2.164, 1.296], [-0.374, 7.293, 4.650], [1.385, -0.761, -7.189], [-0.363, -0.116, 0.371], [0.171, 0.714, 2.103], [0.331, 0.261, -0.725], [-0.160, -0.347, -1.048], [-1.108, 1.858, -0.938], [1.752, 0.047, 0.207], [0.458, -2.015, 0.722], [3.605, 2.810, 0.832], [-2.637, -1.030, 1.015], [-0.825, 8.802, -0.171], [0.278, -1.130, 5.251], [-0.262, 2.353, -2.977], [0.403, -1.933, -1.901], [-0.509, 0.053, -3.894], [-0.377, 0.735, 1.358], [-1.174, 1.417, 0.050], [-0.178, -0.195, -0.124], [0.775, -1.687, 1.272], [-0.100, 1.321, -0.365], [0.082, -1.181, -0.862], [-1.048, 2.081, 4.086], [0.737, -0.367, -0.377], [-0.014, -2.521, -1.738], [-0.191, 2.010, 1.400], [0.241, 0.281, 0.338], [-1.038, -0.296, 0.113], [1.557, 1.422, -0.051], [0.403, -1.197, -1.178], [3.036, -0.665, -1.918], [-2.224, -1.773, 1.604], [-1.730, 1.007, 0.473], [-0.665, -5.532, -0.199], [-0.683, -3.946, -0.214], [0.880, 0.193, -1.065], [-1.330, -0.520, -1.745], [-0.147, 0.097, -0.927], [0.545, -0.628, 1.546], [-2.645, 3.792, -4.977], [0.111, 2.022, -1.048], [3.666, 0.205, 2.788]]}